[1]
A single C3H6INS molecule, computed with the ωB97M-V functional and the def2-TZVPD basis.

Structure (XYZ):
```
12
Properties=species:S:1:pos:R:3:mulliken_charge:R:1
C -0.2570 0.8288 -0.4309 -0.323
C 0.4776 0.2169 1.7882 -0.362
C 0.3898 1.8017 -1.4600 -0.323
N 0.6903 0.2198 0.5617 -0.311
S 1.9703 1.6282 -1.8032 -0.173
I 3.5128 1.6470 0.2002 -0.168
H -1.0597 1.4733 0.1007 0.296
H -0.7243 0.0188 -1.0473 0.255
H -0.3903 0.4831 2.2673 0.301
H 1.3687 -0.1250 2.2876 0.269
H 0.0539 2.8409 -1.4449 0.310
H 2.0097 0.2410 -2.0903 0.231
```

Computed properties:
energy above the lowest of the compared OMol25 structures with the same formula, charge and spin: 35.9 kcal per mole
gap between HOMO and LUMO (spin up / spin down): 7.42 / 7.42 eV
HOMO (spin up / spin down): -8.04 / -8.03 eV
LUMO level (spin up / spin down): -0.6 / -0.6 eV


[2]
A molecular structure, C5H9N3, computed with the ωB97M-V functional and the def2-TZVPD basis.

Structure (XYZ):
```
17
Properties=species:S:1:pos:R:3:mulliken_charge:R:1
C 0.9421 0.0429 -0.4723 0.318
C 0.2055 -1.2554 -0.0727 -0.584
C -1.1040 -0.6627 0.4473 -0.545
C -2.3432 -0.0916 -0.0853 -0.240
C 0.4416 1.3829 0.0379 -0.366
H 2.6350 0.3735 1.0554 0.258
H 3.1900 0.3788 -0.7611 0.254
H 1.1490 0.0115 -1.5026 0.377
H 0.4612 -2.0002 0.7847 0.272
H -0.1469 -1.7266 -0.9827 0.240
H -0.8512 -0.2896 1.4870 0.227
H -2.9385 0.4036 0.5702 0.470
H -2.7718 -0.9828 -0.7653 0.180
H 0.9514 2.2532 0.5786 0.378
N 2.2703 -0.0554 0.1074 -0.697
N -1.3533 0.5923 -0.4664 0.237
N -0.7370 1.6256 0.0397 -0.778
```

Computed properties:
energy above the lowest of the compared OMol25 structures with the same formula, charge and spin: 196.6 kcal per mole
gap between HOMO and LUMO: 9.47 eV
HOMO: -8.60 eV
LUMO level: 0.9 eV